Record 1
Below is a 7-piece molecular cluster, CH16O7 overall in a non-equilibrium geometry, with properties calculated with ωB97M-V/def2-TZVPD.

Element x y z (Å)
O -14.094 -5.539 -8.913
H -13.780 -5.923 -9.783
H -13.557 -5.876 -8.159
H -14.099 -4.566 -8.870
C -10.994 -4.831 -8.935
O -10.610 -4.761 -7.607
H -10.368 -4.175 -9.517
H -12.047 -4.541 -9.031
H -10.791 -5.826 -9.393
O -12.578 -6.462 -6.826
H -11.773 -6.041 -7.110
H -12.360 -7.380 -6.988
O -12.883 -6.269 -11.245
H -12.371 -7.051 -11.440
H -12.308 -5.632 -11.627
O -12.432 -3.769 -5.946
H -11.709 -4.158 -6.539
H -11.979 -3.116 -5.431
O -15.136 -4.613 -6.178
H -15.301 -5.508 -6.000
H -14.206 -4.601 -5.967
O -14.156 -2.945 -9.178
H -13.695 -2.281 -9.665
H -14.646 -2.481 -8.477

The energy comes out at -574.285167 Ha. Its spin multiplicity is 1. The energy above the lowest of the compared OMol25 structures with the same formula, charge and spin comes out at 58.2 kcal per mole.

These are the Löwdin partial charges, in e, on atoms 1 to 8:
1. O 0.20
2. H 0.11
3. H 0.08
4. H 0.06
5. C -0.34
6. O -0.38
7. H 0.05
8. H 0.03

Record 2
Below is CHFIPS as an isolated structure in a non-equilibrium geometry, with properties calculated with ωB97M-V/def2-TZVPD.

Element x y z (Å)
C 0.389 0.474 -0.212
F -0.790 0.804 -0.962
P -0.295 -0.660 1.143
S 0.945 1.756 0.743
I -1.656 -2.496 0.290
H 1.406 0.121 -1.001

The energy comes out at -1175.697144 Ha. Its spin multiplicity is 1. The energy above the lowest of the compared OMol25 structures with the same formula, charge and spin comes out at 70.9 kcal per mole.

Charges in e, computed with Löwdin, in the same order as the atoms:
1. C -1.21
2. F -0.22
3. P 0.35
4. S 0.64
5. I 0.27
6. H 0.17

Record 3
Below is C43H60KN8O2PS4 as an isolated structure in a non-equilibrium geometry, with properties calculated with ωB97M-V/def2-TZVPD.

Element x y z (Å)
K 0.518 -0.178 0.733
C -1.023 -5.647 1.866
S -0.162 -4.630 3.078
C 0.865 -3.534 2.080
S 0.551 -3.288 0.424
N 1.762 -3.004 2.841
N 2.524 -1.990 2.263
C 3.769 -2.252 2.237
C 4.770 -1.279 1.780
C 6.082 -1.720 1.598
C 7.042 -0.823 1.167
C 6.663 0.490 0.940
C 5.337 0.835 1.160
N 4.403 -0.013 1.565
H -1.893 -6.071 2.369
H -0.391 -6.453 1.499
H -1.339 -5.033 1.025
H 4.139 -3.229 2.551
H 6.329 -2.755 1.788
H 8.064 -1.142 1.010
H 7.371 1.235 0.604
H 5.012 1.862 1.007
C -0.617 -0.893 4.481
C -1.953 -0.650 3.786
C -2.242 0.844 3.685
C -1.988 -1.384 2.420
C -3.122 -2.414 2.259
O -3.942 -1.885 1.191
C -3.265 -0.824 0.704
N -2.194 -0.467 1.276
C -3.951 -0.152 -0.426
C -5.230 0.330 -0.166
C -5.971 0.943 -1.161
C -5.443 1.037 -2.438
C -4.178 0.538 -2.706
C -3.399 -0.046 -1.708
P -1.710 -0.708 -2.038
C -2.079 -2.492 -2.183
C -3.365 -3.024 -2.161
C -3.559 -4.393 -2.267
C -2.474 -5.243 -2.412
C -1.189 -4.722 -2.434
C -0.992 -3.357 -2.308
C -1.513 -0.243 -3.805
C -1.532 -1.155 -4.858
C -1.294 -0.730 -6.158
C -1.048 0.608 -6.426
C -1.042 1.526 -5.384
C -1.264 1.100 -4.085
H -0.619 -0.460 5.484
H 0.190 -0.429 3.912
H -0.395 -1.958 4.562
H -2.738 -1.097 4.408
H -1.461 1.352 3.119
H -2.273 1.277 4.688
H -3.197 1.048 3.200
H -1.035 -1.893 2.268
H -3.754 -2.510 3.142
H -2.760 -3.392 1.948
H -5.639 0.212 0.829
H -6.958 1.327 -0.945
H -6.017 1.493 -3.235
H -3.793 0.604 -3.713
H -4.224 -2.376 -2.053
H -4.565 -4.793 -2.234
H -2.630 -6.311 -2.491
H -0.333 -5.379 -2.509
H 0.018 -2.969 -2.280
H -1.733 -2.201 -4.666
H -1.314 -1.452 -6.966
H -0.868 0.936 -7.442
H -0.856 2.574 -5.583
H -1.245 1.809 -3.263
C -1.237 2.844 0.477
N -1.282 3.147 -0.944
C -2.629 3.527 -1.327
C -0.351 4.200 -1.313
C 1.086 3.969 -0.873
N 1.650 2.667 -1.185
C 1.689 2.421 -2.614
C 2.999 2.588 -0.656
H -1.523 3.716 1.094
H -0.236 2.535 0.774
H -1.921 2.027 0.704
H -2.970 4.433 -0.795
H -3.322 2.717 -1.103
H -2.673 3.732 -2.399
H -0.660 5.166 -0.866
H -0.398 4.338 -2.397
H 1.152 4.105 0.210
H 1.699 4.776 -1.324
H 2.324 3.159 -3.139
H 0.689 2.460 -3.037
H 2.113 1.434 -2.790
H 3.397 1.585 -0.811
H 2.990 2.799 0.412
H 3.675 3.315 -1.146
N 3.627 -2.045 -3.933
C 2.771 -1.368 -3.125
N 1.656 -0.899 -3.725
S 3.081 -1.141 -1.512
H 3.292 -2.440 -4.797
H 4.381 -2.523 -3.473
H 1.583 -0.833 -4.728
H 1.050 -0.302 -3.188
O 1.086 1.364 2.438
S 2.358 2.011 2.892
C 2.805 1.250 4.477
C 2.156 2.074 5.580
C 2.312 3.528 5.140
C 1.825 3.567 3.697
H 3.894 1.266 4.533
H 2.481 0.213 4.403
H 2.620 1.881 6.547
H 1.098 1.816 5.659
H 3.365 3.818 5.195
H 1.750 4.224 5.764
H 2.174 4.419 3.116
H 0.736 3.517 3.645

The energy comes out at -4797.132382 Ha. Its spin multiplicity is 1.

These are the Löwdin partial charges, in e, on atoms 1 to 8:
1. K 0.44
2. C -0.46
3. S 0.79
4. C -1.16
5. S 0.53
6. N -0.12
7. N 0.00
8. C -0.11

Record 4
Below is a 2-piece molecular cluster, C3H11N2O2S overall in a non-equilibrium geometry, with properties calculated with ωB97M-V/def2-TZVPD.

Element x y z (Å)
N 0.907 0.027 -0.659
C -0.497 -0.152 -0.044
C -0.335 -0.925 1.288
S 0.705 0.110 2.518
C -1.321 -0.847 -1.155
N -2.592 -1.082 -1.046
O -0.607 -1.215 -2.118
H 1.034 -0.630 -1.574
H 1.023 1.078 -0.953
H 1.662 -0.197 0.048
H -0.733 1.020 0.108
H -1.454 -1.073 1.694
H 0.188 -1.920 1.120
H 1.253 -0.790 3.332
H -3.090 -1.677 -1.632
H -3.026 -0.657 -0.278
H 2.693 2.560 -0.707
H 2.228 3.573 0.267
O 1.962 2.798 -0.208

The total charge is +2. As for the expectation value of S²: 0.754. The energy comes out at -778.336121 Ha. Its spin multiplicity is 2. The energy above the lowest of the compared OMol25 structures with the same formula, charge and spin comes out at 58.1 kcal per mole.

These are the Löwdin partial charges, in e, on atoms 1 to 8:
1. N 0.14
2. C -0.26
3. C -0.32
4. S 1.19
5. C -0.45
6. N 0.27
7. O 0.06
8. H 0.22

Record 5
Below is an isolated ion of composition C4H12N2S and charge -1 in a non-equilibrium geometry, with properties calculated with ωB97M-V/def2-TZVPD.

Element x y z (Å)
C 1.311 0.931 -2.185
N 0.044 1.182 -1.544
C -0.349 0.403 -0.373
C 0.638 0.672 0.747
S 0.137 -0.087 2.321
C -0.527 -1.104 -0.733
N -1.582 -1.733 0.040
H 1.208 0.437 -3.164
H 1.958 0.363 -1.524
H 1.824 1.869 -2.410
H -0.710 1.457 -2.154
H -1.348 0.770 -0.140
H 0.554 1.727 0.942
H 1.665 0.384 0.560
H -0.530 -1.152 1.840
H -0.567 -1.166 -1.813
H 0.397 -1.578 -0.435
H -1.804 -2.648 -0.342
H -2.443 -1.205 -0.040

The total charge is -1. As for the expectation value of S²: 0.750. The energy comes out at -667.223509 Ha. Its spin multiplicity is 2. The energy above the lowest of the compared OMol25 structures with the same formula, charge and spin comes out at 20.0 kcal per mole.

These are the Löwdin partial charges, in e, on atoms 1 to 8:
1. C -0.23
2. N -0.12
3. C -0.48
4. C -0.56
5. S 0.63
6. C -0.46
7. N -0.07
8. H 0.04

Record 6
Below is a 2-piece molecular cluster, C10H24N2 overall in a non-equilibrium geometry, with properties calculated with ωB97M-V/def2-TZVPD.

Element x y z (Å)
C -0.528 0.546 1.409
C -0.306 1.750 2.150
C -2.851 -1.541 0.055
C -1.492 -2.815 1.757
C 1.824 0.276 -2.743
C -0.456 0.954 -1.947
C 2.368 -0.123 0.293
C 1.704 2.118 -0.292
C -1.508 -1.655 0.770
C 0.816 0.210 -1.570
N -1.309 -0.426 1.543
N 1.414 0.723 -0.365
H 0.643 1.692 2.687
H -0.270 2.627 1.499
H -1.100 1.923 2.891
H -3.041 -2.456 -0.498
H -3.663 -1.409 0.768
H -2.865 -0.712 -0.648
H -0.564 -2.851 2.321
H -1.590 -3.751 1.213
H -2.327 -2.750 2.453
H 2.072 1.306 -2.991
H 2.732 -0.278 -2.512
H 1.355 -0.177 -3.617
H -1.004 0.389 -2.696
H -0.251 1.932 -2.372
H -1.091 1.072 -1.065
H 2.553 0.208 1.315
H 2.043 -1.162 0.302
H 3.338 -0.087 -0.220
H 0.851 2.727 -0.585
H 2.054 2.394 0.700
H 2.522 2.368 -0.984
H -0.696 -1.753 0.048
H 0.599 -0.850 -1.403
H -1.977 -0.420 2.335

The total charge is +2. The energy comes out at -504.199985 Ha. Its spin multiplicity is 1.

These are the Löwdin partial charges, in e, on atoms 1 to 8:
1. C 0.05
2. C 0.00
3. C -0.01
4. C -0.02
5. C 0.01
6. C -0.02
7. C 0.00
8. C -0.01

Record 7
Below is C44H70O43S4 as an isolated structure in a non-equilibrium geometry, with properties calculated with ωB97M-V/def2-TZVPD.

Element x y z (Å)
C -6.354 -3.138 2.215
C -5.809 -2.203 3.323
C -6.399 -0.732 3.196
O -6.969 -0.648 4.442
C -6.624 -1.649 5.294
O -6.675 -1.552 6.538
O -6.173 -2.654 4.650
H -7.419 -3.132 2.451
H -5.886 -4.123 2.216
H -6.009 -2.650 1.304
H -4.723 -2.114 3.296
H -7.155 -0.559 2.430
H -5.648 0.049 3.075
C 5.919 1.026 -1.862
C 5.238 -0.172 -1.056
C 3.951 -0.723 -1.758
O 4.204 -2.140 -1.824
C 5.486 -2.346 -1.694
O 6.029 -3.409 -1.954
O 6.116 -1.333 -1.140
H 5.840 1.945 -1.281
H 5.442 1.226 -2.821
H 6.983 0.791 -1.890
H 5.178 0.225 -0.042
H 3.834 -0.251 -2.733
H 3.084 -0.546 -1.121
C -1.670 0.713 5.550
C -0.616 0.383 6.479
C -0.843 -0.826 7.429
O -0.208 -1.778 6.715
C 0.591 -1.301 5.795
O 1.497 -1.941 5.254
O 0.480 0.057 5.691
H -2.547 0.855 6.181
H -1.900 0.006 4.753
H -1.473 1.677 5.081
H -0.276 1.233 7.071
H -1.909 -0.924 7.632
H -0.374 -0.649 8.397
C -0.038 -0.179 -1.543
C -0.173 -0.624 -0.049
C 0.451 0.240 1.006
O -0.541 0.396 2.012
C -1.748 -0.003 1.465
O -2.901 0.019 1.938
O -1.486 -0.229 0.196
H 0.985 -0.137 -1.917
H -0.580 0.758 -1.675
H -0.633 -0.788 -2.223
H -0.082 -1.702 0.088
H 0.847 1.195 0.660
H 1.145 -0.354 1.600
C -3.930 -5.103 -1.069
C -4.574 -3.839 -1.531
C -3.626 -2.630 -1.783
O -4.202 -1.905 -2.758
C -5.143 -2.710 -3.418
O -5.656 -2.481 -4.502
O -5.303 -3.791 -2.655
H -3.517 -5.650 -1.917
H -4.684 -5.730 -0.593
H -3.192 -4.726 -0.361
H -5.339 -3.682 -0.771
H -2.654 -2.992 -2.116
H -3.396 -2.099 -0.860
C 1.373 5.572 -0.794
C 2.600 4.531 -0.910
C 3.937 4.963 -0.335
O 4.277 3.827 0.432
C 3.328 2.841 0.318
O 3.350 1.675 0.774
O 2.276 3.383 -0.136
H 1.434 6.405 -1.495
H 1.340 6.076 0.172
H 0.421 5.141 -1.103
H 2.576 4.235 -1.958
H 3.769 5.869 0.246
H 4.742 4.971 -1.070
C 3.275 3.036 5.391
C 2.867 3.256 3.888
C 1.446 3.207 3.417
O 1.006 4.582 3.523
C 2.197 5.351 3.462
O 2.302 6.600 3.344
O 3.237 4.511 3.526
H 4.360 3.086 5.484
H 2.987 2.238 6.076
H 2.801 3.914 5.830
H 3.371 2.463 3.336
H 0.895 2.519 4.057
H 1.369 2.994 2.351
C 3.545 -6.247 -2.369
C 2.385 -5.481 -3.151
C 1.084 -6.152 -3.085
O 0.128 -5.171 -2.818
C 0.804 -4.108 -2.406
O 0.248 -2.975 -2.178
O 2.147 -4.224 -2.574
H 4.508 -5.747 -2.269
H 3.808 -7.195 -2.840
H 3.232 -6.458 -1.347
H 2.778 -5.212 -4.132
H 1.176 -6.984 -2.387
H 1.155 -6.537 -4.102
C 1.976 -1.033 -5.183
C 3.434 -1.547 -5.178
C 3.837 -2.040 -6.573
O 5.038 -1.371 -6.733
C 5.325 -0.531 -5.731
O 6.304 0.167 -5.712
O 4.411 -0.607 -4.898
H 1.643 -0.658 -4.215
H 1.258 -1.752 -5.577
H 1.870 -0.194 -5.870
H 3.420 -2.330 -4.420
H 3.211 -1.673 -7.386
H 3.980 -3.121 -6.542
C -3.779 3.336 2.566
C -4.091 3.808 1.122
O -3.068 4.650 0.720
S -1.730 4.268 1.503
O -1.098 5.427 2.054
O -0.889 3.437 0.566
O -2.333 3.309 2.648
H -4.171 2.414 2.996
H -4.049 4.124 3.270
H -4.995 4.402 1.256
H -4.330 2.936 0.514
C -0.045 2.895 -3.234
C 0.128 4.297 -3.929
O 1.460 4.499 -4.393
S 2.159 3.058 -4.640
O 3.499 3.089 -4.102
O 1.931 2.682 -6.038
O 1.164 2.266 -3.551
H -0.887 2.356 -3.668
H -0.045 2.955 -2.146
H -0.304 5.183 -3.464
H -0.361 4.209 -4.899
C -5.297 4.548 -3.383
C -6.214 3.904 -2.356
O -5.509 2.731 -1.853
S -3.941 2.652 -2.571
O -3.864 1.845 -3.752
O -2.942 2.188 -1.586
O -4.006 4.247 -2.912
H -5.383 5.634 -3.357
H -5.371 4.235 -4.424
H -7.183 3.721 -2.821
H -6.413 4.727 -1.670
C 2.612 -5.142 4.375
C 3.350 -5.611 3.032
O 2.646 -5.056 1.911
S 1.084 -4.561 2.207
O 0.107 -5.438 1.536
O 1.059 -3.136 1.971
O 1.230 -4.886 3.885
H 3.010 -4.234 4.827
H 2.567 -6.005 5.039
H 3.422 -6.697 2.984
H 4.387 -5.282 3.111

The total charge is +1. As for the expectation value of S²: 0.760. The energy comes out at -6546.045665 Ha. Its spin multiplicity is 2.

These are the Löwdin partial charges, in e, on atoms 1 to 8:
1. C 0.00
2. C -0.25
3. C -0.11
4. O 0.05
5. C -0.56
6. O 0.11
7. O 0.13
8. H 0.10

Record 8
Below is C16H31NP2SeTi as an isolated structure in a non-equilibrium geometry, with properties calculated with ωB97M-V/def2-TZVPD.

Element x y z (Å)
P 4.648 3.170 -2.028
P 1.720 2.158 -4.277
C 4.362 3.018 -3.812
C 2.949 3.502 -4.144
H 4.537 1.973 -4.097
H 5.099 3.654 -4.309
H 2.547 4.211 -3.396
H 2.962 4.027 -5.120
C 2.163 1.268 -5.828
H 1.443 0.477 -6.068
H 3.165 0.830 -5.735
H 2.164 2.002 -6.648
C 0.478 3.286 -5.124
H 0.920 3.565 -6.092
H 0.328 4.214 -4.547
H -0.508 2.841 -5.334
C 6.449 2.775 -1.872
H 6.612 1.969 -1.088
H 6.934 3.701 -1.515
H 6.836 2.447 -2.834
C 4.393 4.927 -1.597
H 3.456 5.300 -2.032
H 5.245 5.524 -1.964
H 4.324 5.022 -0.503
Ti 4.611 1.398 -0.739
C -2.685 1.414 -1.486
C -2.528 0.504 -2.467
C -2.070 0.655 -3.900
C -0.620 0.248 -4.233
C 0.380 1.095 -3.408
C -0.106 1.925 -2.344
C -0.964 3.086 -2.351
C -2.099 2.803 -1.329
C 3.467 2.355 0.681
H -3.354 1.105 -0.670
H -2.863 -0.529 -2.272
H -2.181 1.689 -4.244
H -2.684 0.006 -4.542
H -0.467 -0.811 -3.968
H -0.404 0.354 -5.305
H 1.035 0.343 -2.903
H 0.070 1.515 -1.347
H -1.386 3.320 -3.335
H -0.402 3.990 -2.035
H -1.653 2.887 -0.329
H -2.887 3.570 -1.366
H 2.480 2.683 0.310
H 4.019 3.179 1.170
H 3.360 1.503 1.391
Se 1.215 -1.833 -1.809
C 2.539 -0.756 -1.533
N 3.425 0.069 -1.341

As for the expectation value of S²: 2.009. The energy comes out at -4616.292825 Ha. Its spin multiplicity is 3. The energy above the lowest of the compared OMol25 structures with the same formula, charge and spin comes out at 106.8 kcal per mole.

These are the Löwdin partial charges, in e, on atoms 1 to 8:
1. P 0.74
2. P 0.95
3. C -0.40
4. C -0.38
5. H 0.08
6. H 0.09
7. H 0.06
8. H 0.10

Q: What is the energy in the second record?
A: -1175.697144 Ha